Record 1
A molecular structure, C4H7NO at a distorted geometry. Source: the OMol25 dataset; level of theory: the ωB97M-V functional and the def2-TZVPD basis.

CARTESIAN COORDINATES (ANGSTROEM)
O: -0.864 0.964 2.195
N: -1.370 0.088 1.262
C: -0.288 -0.038 0.318
C: 0.936 0.542 0.096
C: 1.081 -0.093 -1.269
C: -0.360 -0.658 -1.068
H: -1.553 1.099 2.870
H: 1.551 1.242 0.656
H: -0.574 -0.975 1.269
H: 1.160 0.603 -2.117
H: 1.867 -0.854 -1.380
H: -1.110 -0.176 -1.701
H: -0.476 -1.745 -1.132

Maximum force ... 4.0 eV Å⁻¹
ΔE to the lowest compared entry with this formula, charge and spin ... 139.8 kcal/mol
Total charge ... 0

Record 2
9 unconnected molecules or ions with the total composition C41H103N5O17 at a distorted geometry. Source: the OMol25 dataset; level of theory: the ωB97M-V functional and the def2-TZVPD basis.

CARTESIAN COORDINATES (ANGSTROEM)
C: -0.616 -0.860 -2.080
C: -1.552 -1.016 -0.860
C: -3.000 -0.392 -1.175
C: -1.762 -2.546 -0.510
C: -0.533 -3.181 0.050
C: 0.019 -2.475 1.219
C: 0.174 -0.865 1.140
C: 0.199 -0.318 2.633
C: 1.522 -0.578 0.500
N: -1.013 -0.336 0.353
O: -1.228 1.032 0.438
H: -0.312 0.183 -2.171
H: 0.282 -1.473 -2.162
H: -1.095 -1.063 -3.038
H: -2.842 0.632 -1.513
H: -3.617 -0.842 -1.952
H: -3.597 -0.511 -0.271
H: -2.510 -2.705 0.267
H: -2.059 -3.004 -1.454
H: -0.729 -4.210 0.352
H: 0.291 -3.245 -0.661
H: 0.910 -3.100 1.160
H: -0.223 -2.907 2.190
H: -0.001 0.734 2.425
H: 1.228 -0.314 2.992
H: -0.498 -0.918 3.217
H: 1.608 -0.973 -0.513
H: 2.357 -1.053 1.015
H: 1.685 0.496 0.411
H: -1.521 1.165 1.342
C: 6.585 4.746 -5.352
O: 5.282 4.629 -4.845
C: 5.135 3.527 -3.973
C: 3.802 3.414 -3.229
N: 2.581 3.311 -4.122
C: 1.560 2.549 -3.392
C: 0.146 2.940 -3.882
O: -0.180 2.423 -5.130
C: -0.331 3.244 -6.337
H: 6.823 3.810 -5.859
H: 7.335 5.051 -4.623
H: 6.592 5.366 -6.248
H: 5.824 3.751 -3.158
H: 5.332 2.608 -4.525
H: 3.585 4.369 -2.749
H: 3.855 2.719 -2.392
H: 2.320 3.741 -4.998
H: 1.705 2.840 -2.352
H: 1.662 1.472 -3.523
H: -0.124 3.995 -3.897
H: -0.426 2.643 -3.002
H: -1.094 4.008 -6.188
H: -0.582 2.610 -7.188
H: 0.632 3.685 -6.596
C: -4.674 2.494 8.765
O: -3.567 1.852 8.095
C: -3.936 0.670 7.508
C: -3.513 0.469 6.051
N: -3.676 -0.938 5.611
C: -3.222 -1.343 4.296
C: -3.504 -0.453 3.085
O: -4.899 -0.198 2.870
C: -5.180 1.152 2.463
H: -5.644 2.400 8.277
H: -4.686 3.583 8.800
H: -4.863 2.027 9.732
H: -5.007 0.466 7.507
H: -3.517 -0.126 8.124
H: -2.440 0.652 6.002
H: -3.982 1.116 5.309
H: -3.443 -1.584 6.352
H: -3.578 -2.318 3.967
H: -2.133 -1.359 4.356
H: -3.234 -1.086 2.239
H: -2.962 0.487 3.190
H: -6.240 1.311 2.264
H: -4.779 1.280 1.458
H: -4.792 1.915 3.137
C: -4.793 3.199 -7.571
O: -4.557 1.757 -7.222
C: -3.412 1.679 -6.386
C: -2.945 0.210 -6.243
N: -1.628 -0.010 -6.918
C: -1.339 -1.472 -7.063
C: -1.012 -2.131 -5.695
O: -0.806 -3.514 -5.954
C: -2.005 -4.303 -6.056
H: -5.241 3.624 -6.673
H: -5.481 3.084 -8.409
H: -4.027 3.777 -8.089
H: -3.859 1.862 -5.409
H: -2.581 2.346 -6.614
H: -3.770 -0.500 -6.311
H: -2.778 0.145 -5.167
H: -0.880 0.421 -6.394
H: -0.476 -1.749 -7.668
H: -2.125 -2.118 -7.456
H: -1.795 -1.986 -4.951
H: -0.137 -1.700 -5.209
H: -2.377 -4.613 -5.079
H: -1.564 -5.208 -6.474
H: -2.775 -3.857 -6.686
C: 2.556 -6.998 6.889
O: 3.107 -6.260 5.926
C: 4.524 -6.213 5.882
C: 5.071 -4.783 5.573
N: 5.199 -4.648 4.125
C: 5.809 -3.333 3.751
C: 5.469 -2.936 2.280
O: 6.582 -2.097 1.780
C: 6.418 -0.742 2.200
H: 1.520 -6.819 7.176
H: 2.960 -6.785 7.878
H: 2.995 -7.983 6.726
H: 4.868 -6.924 5.130
H: 4.930 -6.502 6.851
H: 5.984 -4.625 6.147
H: 4.291 -4.081 5.866
H: 4.352 -4.853 3.614
H: 6.860 -3.237 4.024
H: 5.498 -2.493 4.372
H: 4.513 -2.415 2.222
H: 5.292 -3.803 1.644
H: 7.240 -0.060 1.983
H: 6.197 -0.652 3.263
H: 5.461 -0.375 1.829
O: -1.670 4.649 0.222
C: -0.692 5.103 -0.777
C: 0.715 4.811 -0.258
O: 0.983 3.509 0.236
H: -2.176 5.375 0.595
H: -0.908 4.664 -1.750
H: -0.848 6.172 -0.924
H: 0.935 5.488 0.568
H: 1.355 4.979 -1.124
H: 0.175 2.997 0.320
O: 2.377 -5.039 3.613
C: 1.665 -5.345 2.384
C: 1.788 -6.826 2.201
O: 0.733 -7.350 3.057
H: 1.923 -5.488 4.329
H: 0.622 -5.090 2.569
H: 2.041 -4.959 1.436
H: 2.750 -7.226 2.523
H: 1.475 -6.964 1.166
H: 0.998 -8.230 3.334
O: -7.761 4.362 -2.329
C: -6.905 3.594 -1.462
C: -6.744 2.128 -2.048
O: -5.993 1.304 -1.138
H: -8.450 4.709 -1.758
H: -5.981 4.113 -1.206
H: -7.256 3.543 -0.431
H: -6.193 2.223 -2.984
H: -7.658 1.585 -2.288
H: -5.087 1.105 -1.384
O: 5.976 3.897 2.673
C: 5.014 4.356 1.734
C: 4.475 3.016 1.206
O: 3.239 2.631 1.597
H: 5.479 3.634 3.451
H: 4.311 5.033 2.218
H: 5.479 4.945 0.944
H: 5.060 2.179 1.587
H: 4.776 2.860 0.170
H: 2.517 2.948 1.049

Structure (SMILES) ... CC1(C)CCCC(C)(C)N1O.COCCNCCOC.COCCNCCOC.COCCNCCOC.COCCNCCOC.OCCO.OCCO.OCCO.OCCO
E_tot ... -3176.16457 Ha
Maximum force ... 4.1 eV Å⁻¹
Total charge ... 0

Record 3
A single C26H30N2O4 molecule. Source: the OMol25 dataset; level of theory: the ωB97M-V functional and the def2-TZVPD basis.

CARTESIAN COORDINATES (ANGSTROEM)
C: -5.396 -0.529 -2.987
O: -5.287 0.588 -2.138
C: -4.698 0.297 -0.895
C: -3.247 -0.059 -0.988
C: -2.252 0.373 -1.809
C: -1.070 -0.291 -1.389
C: -1.427 -1.081 -0.340
C: -0.705 -2.022 0.573
N: 0.740 -1.917 0.494
C: 1.369 -2.451 1.696
C: 2.880 -2.248 1.657
C: 3.469 -2.925 0.426
C: 2.754 -2.440 -0.843
C: 3.247 -1.030 -1.177
O: 4.208 -0.900 -1.909
N: 2.577 -0.017 -0.571
C: 2.918 1.343 -0.578
C: 4.155 1.773 -1.059
C: 4.491 3.112 -1.068
C: 3.597 4.058 -0.600
C: 2.371 3.642 -0.119
C: 2.012 2.297 -0.089
C: 0.677 1.984 0.457
C: -0.436 2.639 -0.071
C: -1.690 2.451 0.461
C: -1.873 1.601 1.552
O: -3.157 1.478 1.997
C: -3.427 0.554 3.020
C: -0.768 0.961 2.100
C: 0.490 1.152 1.552
C: 1.246 -2.608 -0.683
O: -2.754 -0.949 -0.096
H: -6.013 -1.312 -2.529
H: -4.413 -0.948 -3.228
H: -5.874 -0.176 -3.898
H: -4.818 1.205 -0.294
H: -5.229 -0.527 -0.391
H: -2.345 1.076 -2.610
H: -0.096 -0.161 -1.814
H: -1.017 -1.785 1.594
H: -1.044 -3.056 0.365
H: 1.150 -3.528 1.809
H: 0.951 -1.928 2.561
H: 3.319 -2.670 2.563
H: 3.108 -1.182 1.638
H: 3.338 -4.007 0.511
H: 4.537 -2.719 0.349
H: 3.082 -3.063 -1.682
H: 1.723 -0.278 -0.077
H: 4.852 1.046 -1.438
H: 5.457 3.414 -1.444
H: 3.850 5.107 -0.606
H: 1.667 4.368 0.262
H: -0.308 3.295 -0.920
H: -2.552 2.952 0.050
H: -4.503 0.600 3.183
H: -2.912 0.816 3.950
H: -3.151 -0.463 2.720
H: -0.870 0.325 2.966
H: 1.341 0.673 2.015
H: 1.026 -3.690 -0.618
H: 0.729 -2.220 -1.562

Structure (SMILES) ... COCc1ccc(CN2CCC[C@H](C(=O)Nc3ccccc3-c3ccc(OC)cc3)C2)o1
Maximum force ... 0.9 eV Å⁻¹
ΔE to the lowest compared entry with this formula, charge and spin ... 50.9 kcal/mol
Total charge ... 0

Record 4
A molecular structure, C5H10NO2 at a distorted geometry. Source: the OMol25 dataset; level of theory: the ωB97M-V functional and the def2-TZVPD basis.

CARTESIAN COORDINATES (ANGSTROEM)
C: -0.228 -0.850 -1.051
N: 0.655 -0.249 -0.286
C: 0.296 -1.350 -2.383
C: -1.001 1.362 0.667
C: 0.039 0.266 0.949
C: 1.132 0.865 1.896
O: 0.644 1.347 3.052
O: -1.597 -1.145 -0.941
H: -0.734 -1.786 -0.467
H: 1.204 -1.927 -2.157
H: 0.617 -0.506 -2.994
H: -0.467 -1.930 -2.886
H: -1.923 0.867 0.347
H: -1.131 1.940 1.580
H: -0.608 1.947 -0.166
H: -0.419 -0.525 1.561
H: 1.637 1.634 1.258
H: 1.886 0.041 2.020

Maximum force ... 5.7 eV Å⁻¹
ΔE to the lowest compared entry with this formula, charge and spin ... 129.9 kcal/mol
Total charge ... -1

Record 5
A molecular structure, C26H36Cl2OP3Sc at a distorted geometry. Source: the OMol25 dataset; level of theory: the ωB97M-V functional and the def2-TZVPD basis.

CARTESIAN COORDINATES (ANGSTROEM)
C: 1.268 0.097 -4.480
C: 0.951 0.166 -3.050
H: 2.331 0.194 -4.729
H: 0.683 0.917 -4.939
H: 0.849 -0.828 -4.878
O: 1.538 0.015 -1.973
Cl: -1.709 -0.202 -2.922
Sc: -0.279 0.098 -1.027
P: -0.138 2.782 -0.586
C: 0.974 3.889 0.345
C: -0.028 3.600 -2.237
H: -0.023 4.698 -2.119
H: -1.721 4.586 -0.097
H: -0.884 3.276 -2.847
H: -2.558 3.067 -0.664
H: 2.010 3.752 -0.013
H: 0.910 3.270 -2.708
C: -1.757 3.481 -0.027
H: 0.692 4.953 0.233
H: -1.937 3.161 1.015
H: 0.945 3.618 1.413
P: 0.134 -2.554 -0.253
C: 1.304 -3.436 0.831
C: -1.425 -3.324 0.325
H: -0.333 -3.084 -2.519
H: 0.321 -4.534 -1.683
H: 1.417 -3.226 -2.200
C: 0.417 -3.450 -1.812
H: -2.266 -2.785 -0.122
H: -1.437 -4.380 0.032
H: 1.225 -4.515 0.621
H: 1.083 -3.230 1.890
H: -1.508 -3.241 1.413
H: 2.322 -3.083 0.609
Cl: -2.346 0.078 0.228
C: 3.079 3.458 4.879
C: 3.400 3.243 3.531
C: 2.660 2.353 2.761
C: 1.557 1.691 3.320
C: 1.271 1.871 4.678
C: 2.031 2.733 5.458
P: 0.649 0.463 2.305
C: 1.446 -0.925 3.201
C: 2.786 -1.183 2.819
C: 3.522 -2.181 3.443
C: 2.945 -2.937 4.482
C: 1.657 -2.598 4.932
C: 0.924 -1.581 4.319
C: -0.973 0.611 3.142
C: -1.792 -0.522 3.305
C: -3.129 -0.378 3.671
C: -3.663 0.886 3.928
C: -2.846 2.016 3.807
C: -1.520 1.881 3.402
H: 3.647 4.166 5.473
H: 4.213 3.803 3.070
H: 2.937 2.159 1.717
H: 0.453 1.311 5.160
H: 1.787 2.869 6.519
H: 3.248 -0.574 2.034
H: 4.546 -2.382 3.126
H: 3.500 -3.746 4.945
H: 1.226 -3.130 5.790
H: -0.036 -1.288 4.760
H: -1.389 -1.518 3.109
H: -3.752 -1.272 3.761
H: -4.720 0.991 4.195
H: -3.256 3.009 4.037
H: -0.904 2.787 3.292

E_tot ... -3792.25704 Ha
Maximum force ... 2.8 eV Å⁻¹
Total charge ... +2

Record 6
A molecular structure, C25H26IrN3O8SSe. Source: the OMol25 dataset; level of theory: the ωB97M-V functional and the def2-TZVPD basis.

CARTESIAN COORDINATES (ANGSTROEM)
Ir: -1.687 -0.260 -0.794
O: 1.095 6.093 -0.661
C: -0.289 5.923 -0.449
C: -0.652 4.500 -0.759
C: 0.243 3.640 -1.376
C: -0.131 2.331 -1.595
N: -1.330 1.858 -1.243
C: -2.221 2.696 -0.690
C: -1.911 4.012 -0.428
C: -3.547 2.103 -0.382
C: -4.699 2.845 -0.282
C: -5.914 2.204 -0.039
C: -7.164 3.029 0.161
O: -7.107 3.708 1.406
C: -5.916 0.825 0.072
C: -4.726 0.127 -0.050
N: -3.567 0.763 -0.261
H: 1.354 6.979 -0.389
H: -0.877 6.578 -1.101
H: -0.577 6.142 0.583
H: 1.224 3.988 -1.665
H: 0.539 1.628 -2.069
H: -2.643 4.653 0.048
H: -4.673 3.920 -0.410
H: -8.052 2.402 0.074
H: -7.220 3.804 -0.601
H: -7.337 3.098 2.115
H: -6.836 0.277 0.236
H: -4.681 -0.953 0.013
O: -1.033 -2.846 1.350
Se: -2.593 -2.974 -1.145
O: -4.038 -2.828 -0.444
O: -2.332 -1.738 -2.272
O: -2.105 -4.420 -1.638
C: 2.922 0.104 0.069
N: 2.192 -0.380 1.242
C: 2.948 -1.071 2.287
C: 0.895 -0.202 1.328
O: 0.218 0.382 0.447
H: 3.981 0.118 0.306
H: 2.577 1.102 -0.189
H: 2.766 -0.564 -0.777
H: 3.550 -1.853 1.833
H: 2.259 -1.512 3.005
H: 3.607 -0.373 2.800
H: 0.435 -0.564 2.252
C: 7.748 -3.311 -0.163
C: 6.261 -3.304 0.067
O: 5.638 -2.335 0.418
S: 5.504 -4.898 -0.259
C: 3.804 -4.449 -0.110
C: 3.150 -3.822 -1.178
C: 1.859 -3.371 -1.037
C: 1.183 -3.541 0.198
C: 1.817 -4.259 1.239
C: 3.116 -4.694 1.079
C: -0.065 -2.977 0.369
C: -1.192 -2.176 0.112
H: 8.236 -2.695 0.590
H: 7.940 -2.869 -1.143
H: 8.156 -4.320 -0.154
H: 3.673 -3.701 -2.119
H: 1.339 -2.901 -1.865
H: 1.277 -4.452 2.158
H: 3.615 -5.223 1.882

Multiplicity ... 6
Maximum force ... 0.6 eV Å⁻¹
⟨S²⟩ ... 8.8050
ΔE to the lowest compared entry with this formula, charge and spin ... 12.1 kcal/mol
Total charge ... +1

Record 7
A molecular structure, C53H44BrIIrNP3. Source: the OMol25 dataset; level of theory: the ωB97M-V functional and the def2-TZVPD basis.

CARTESIAN COORDINATES (ANGSTROEM)
Ir: -0.126 0.238 -0.189
I: -1.812 -1.518 1.120
C: -3.773 -0.892 0.719
C: -4.636 -1.978 0.945
C: -6.009 -1.862 0.847
C: -6.539 -0.624 0.538
C: -5.709 0.490 0.334
C: -6.364 1.719 0.139
C: -5.647 2.892 0.048
C: -4.267 2.821 0.091
C: -3.554 1.616 0.182
P: -1.748 1.999 0.059
C: -1.610 3.139 1.460
C: -2.239 2.804 2.670
C: -2.142 3.652 3.756
C: -1.415 4.832 3.650
C: -0.787 5.164 2.454
C: -0.883 4.322 1.356
C: -1.468 2.955 -1.463
C: -0.114 3.162 -1.743
C: 0.272 3.887 -2.857
C: -0.691 4.396 -3.718
C: -2.037 4.174 -3.458
C: -2.427 3.459 -2.336
C: -4.265 0.401 0.387
H: -4.214 -2.935 1.210
H: -6.651 -2.712 1.025
H: -7.607 -0.496 0.468
H: -7.442 1.737 0.105
H: -6.147 3.839 -0.046
H: -3.704 3.746 0.055
H: -2.801 1.887 2.766
H: -2.632 3.399 4.684
H: -1.343 5.497 4.498
H: -0.232 6.084 2.371
H: -0.406 4.603 0.428
H: 0.654 2.783 -1.059
H: 1.317 4.072 -3.043
H: -0.396 4.971 -4.581
H: -2.788 4.567 -4.125
H: -3.480 3.290 -2.175
C: 5.367 0.224 -0.260
C: 4.175 0.320 0.627
C: 4.297 0.414 2.017
C: 3.165 0.520 2.802
C: 1.922 0.524 2.176
Br: 0.384 0.734 3.231
N: 1.778 0.409 0.849
C: 2.894 0.320 0.104
H: 6.272 0.122 0.329
H: 5.463 1.120 -0.866
H: 5.291 -0.636 -0.926
H: 5.272 0.408 2.479
H: 3.228 0.603 3.874
H: 2.737 0.235 -0.966
C: 0.080 -0.317 -4.069
P: -0.307 -0.878 -2.351
C: -2.114 -1.093 -2.527
C: -2.740 -2.322 -2.335
C: -4.110 -2.433 -2.506
C: -4.865 -1.324 -2.860
C: -4.251 -0.093 -3.032
C: -2.884 0.023 -2.864
C: 0.441 -2.515 -2.248
C: 0.175 -3.495 -3.207
C: 0.798 -4.727 -3.128
C: 1.692 -4.992 -2.099
C: 1.967 -4.023 -1.147
C: 1.344 -2.788 -1.223
P: 1.704 0.380 -4.560
C: 3.118 -0.542 -3.941
C: 3.215 -1.911 -4.201
C: 4.394 -2.572 -3.918
C: 5.484 -1.871 -3.417
C: 5.393 -0.513 -3.168
C: 4.204 0.156 -3.412
C: 1.743 0.518 -6.322
C: 3.008 0.599 -6.945
C: 3.097 0.740 -8.315
C: 1.938 0.825 -9.079
C: 0.684 0.778 -8.476
C: 0.579 0.646 -7.107
H: -0.683 0.417 -4.355
H: -0.095 -1.219 -4.686
H: -2.164 -3.194 -2.066
H: -4.584 -3.396 -2.391
H: -5.924 -1.424 -3.024
H: -4.832 0.767 -3.321
H: -2.418 0.985 -3.013
H: -0.523 -3.311 -4.011
H: 0.583 -5.483 -3.864
H: 2.171 -5.955 -2.040
H: 2.662 -4.231 -0.350
H: 1.572 -2.033 -0.481
H: 2.388 -2.450 -4.640
H: 4.477 -3.625 -4.121
H: 6.412 -2.386 -3.241
H: 6.250 0.030 -2.807
H: 4.140 1.221 -3.250
H: 3.907 0.533 -6.350
H: 4.062 0.786 -8.795
H: 2.009 0.935 -10.151
H: -0.204 0.849 -9.085
H: -0.398 0.627 -6.652

Multiplicity ... 6
Maximum force ... 0.6 eV Å⁻¹
⟨S²⟩ ... 8.8028
ΔE to the lowest compared entry with this formula, charge and spin ... 0.0 kcal/mol
Total charge ... +4